# 1
# C6H10O

C6H10O as an isolated structure (ωB97M-V with the def2-TZVPD basis set, the Open Molecules 2025 dataset).

Each line ends with the natural charge from an NBO analysis.
Geometry (Å):
O1 0.74 2.23 -0.61  -0.52
C1 2.29 0.44 -1.06  -0.70
C2 0.94 1.03 -0.73  0.56
C3 -0.13 0.08 -0.57  -0.13
C4 -0.79 -0.72 0.23  0.10
C5 -0.87 -1.65 1.36  -0.66
C6 -1.56 -0.23 -0.95  -0.40
H1 -1.71 -1.38 2.00  0.23
H2 -2.35 0.49 -0.80  0.18
H3 2.29 0.13 -2.11  0.24
H4 2.47 -0.44 -0.44  0.23
H5 -0.69 2.20 1.44  0.03
H6 3.07 1.18 -0.91  0.23
H7 0.06 -1.64 1.94  0.23
H8 -1.04 -2.66 1.00  0.24
H9 -1.02 1.78 2.01  -0.03
H10 -1.71 -0.86 -1.82  0.18

Properties
Highest occupied orbital energy: -9.264 eV
DFT total energy: -8428.19571 eV



# 2
# C10H7N2O5Pb

C10H7N2O5Pb as an isolated structure (ωB97M-V with the def2-TZVPD basis set, the Open Molecules 2025 dataset).

Each line ends with the natural charge from an NBO analysis.
Geometry (Å):
Pb1 -0.04 -0.01 -0.80  1.01
O1 1.05 0.03 -4.99  -0.36
O2 -0.18 3.74 -0.35  -0.31
O3 -3.31 -0.05 1.13  -0.31
O4 3.43 0.03 -2.10  -0.30
O5 -0.15 -3.76 -0.25  -0.31
N1 2.38 0.11 6.01  -0.42
N2 0.94 0.07 2.10  -0.40
C1 -0.16 -2.66 -0.57  0.50
C2 1.31 1.25 4.19  -0.14
C3 1.49 -1.04 2.65  0.04
C4 -2.41 -0.03 0.43  0.47
C5 -0.20 2.64 -0.65  0.50
C6 1.90 0.09 4.75  0.18
C7 0.85 1.19 2.86  0.04
C8 0.53 0.03 -3.95  0.46
C9 2.31 0.00 -1.89  0.48
C10 1.99 -1.08 3.96  -0.14
H1 2.46 -1.96 4.39  0.28
H2 0.39 2.07 2.40  0.24
H3 1.26 2.16 4.79  0.28
H4 2.80 -0.72 6.41  0.45
H5 1.54 -1.94 2.02  0.23
H6 2.31 0.96 6.57  0.46
H7 -1.63 -0.04 -1.82  0.07

Properties
Net charge: +3
Highest occupied orbital energy (spin up / spin down): -20.953 / -20.626 eV
DFT total energy: -28913.25453 eV



# 3
# C17H33B2N4O9S

A 2-piece molecular cluster, C17H33B2N4O9S overall (ωB97M-V with the def2-TZVPD basis set, the Open Molecules 2025 dataset).

Each line ends with the natural charge from an NBO analysis.
Geometry (Å):
S1 -2.86 3.28 -1.17  2.57
O1 -1.95 2.81 -2.30  -1.06
O2 -3.91 2.25 -0.96  -1.12
O3 -0.13 3.04 1.13  -0.87
O4 -3.47 4.56 -1.55  -1.06
O5 -1.79 -2.39 -4.15  -0.93
O6 5.13 -0.74 0.94  -0.56
O7 -3.96 0.34 1.06  -0.71
O8 -2.01 3.42 0.04  -1.08
O9 0.22 -1.20 -4.81  -0.91
N1 2.02 2.13 0.34  -0.74
N2 3.34 -1.90 1.86  -0.52
N3 -1.98 -0.68 -0.22  -0.14
N4 -2.16 -0.73 -1.54  -0.30
C1 -5.14 -1.26 -0.24  -0.65
C2 -1.72 0.13 -3.73  -0.84
C3 -4.13 -1.04 0.91  0.09
C4 0.29 -0.36 2.49  -0.40
C5 2.43 3.57 0.31  -0.41
C6 -1.06 0.18 1.94  -0.47
C7 -2.78 -1.67 0.53  -0.23
C8 3.59 -1.13 3.09  -0.42
C9 2.23 -1.28 1.10  -0.23
C10 -0.56 1.06 -1.67  -0.07
C11 0.86 -1.59 1.73  -0.42
C12 -1.18 0.14 0.45  0.36
C13 -1.49 0.13 -2.23  0.38
C14 4.55 -1.79 1.08  0.73
C15 5.15 -3.04 0.45  -0.72
C16 2.53 1.57 -0.94  -0.41
C17 -0.41 1.05 -0.28  -0.42
B1 -1.06 -1.21 -4.27  1.17
B2 0.56 2.10 0.40  1.17
H1 1.06 -2.35 2.49  0.22
H2 0.16 -2.03 1.02  0.21
H3 -2.80 0.05 -3.85  0.26
H4 -1.15 1.24 2.21  0.28
H5 -4.77 0.82 0.88  0.51
H6 -5.01 -0.51 -1.01  0.26
H7 0.10 -0.67 3.52  0.21
H8 4.55 -1.42 3.52  0.20
H9 0.74 -1.83 -4.29  0.49
H10 2.14 2.18 -1.76  0.18
H11 3.40 3.67 -0.19  0.19
H12 3.64 -0.05 2.91  0.20
H13 1.00 0.46 2.56  0.21
H14 -1.37 1.05 -4.18  0.27
H15 3.62 1.62 -0.99  0.20
H16 1.72 4.19 -0.24  0.21
H17 -5.02 -2.24 -0.72  0.19
H18 2.54 3.90 1.35  0.19
H19 2.42 -0.20 1.12  0.21
H20 -2.98 -2.48 -0.17  0.22
H21 -1.83 -2.58 -3.20  0.50
H22 -6.17 -1.23 0.13  0.20
H23 2.30 -1.56 0.04  0.20
H24 6.23 -2.89 0.40  0.23
H25 2.16 0.55 -1.06  0.20
H26 -1.86 -0.32 2.47  0.23
H27 0.00 1.72 -2.30  0.26
H28 -4.56 -1.45 1.84  0.16
H29 2.82 -1.32 3.84  0.20
H30 4.98 -3.92 1.07  0.23
H31 0.23 3.12 2.03  0.48
H32 -2.24 -2.12 1.36  0.21
H33 4.81 -3.18 -0.58  0.24

Properties
Net charge: -1
Highest occupied orbital energy: -3.452 eV
DFT total energy: -54742.53896 eV



# 4
# C5H10N2O

One molecule with the formula C5H10N2O (ωB97M-V with the def2-TZVPD basis set, the Open Molecules 2025 dataset).

Each line ends with the natural charge from an NBO analysis.
Geometry (Å):
O1 2.78 0.57 -0.17  -0.68
N1 -0.17 0.48 0.86  -0.46
N2 -1.38 2.29 -0.23  -0.68
C1 -0.63 -0.92 0.59  -0.02
C2 1.72 -0.29 -0.45  -0.10
C3 -0.29 1.70 0.17  0.28
C4 -1.68 -1.23 -0.56  -0.62
C5 0.80 -0.51 0.66  -0.07
H1 -1.98 -2.30 -0.58  0.23
H2 -0.98 -1.30 1.53  0.20
H3 1.11 -0.03 -1.32  0.16
H4 2.02 -1.27 -0.66  0.19
H5 2.41 1.25 0.36  0.46
H6 0.65 2.17 -0.14  0.15
H7 -2.13 1.92 0.32  0.33
H8 -2.49 -0.59 -0.46  0.22
H9 -1.08 -0.98 -1.50  0.21
H10 1.32 -0.95 1.59  0.20

Properties
Highest occupied orbital energy: -8.903 eV
Structure (SMILES): [H]/N=C\N1[C@H](CO)[C@@H]1C
DFT total energy: -10371.96553 eV



# 5
# CH2N3O3

An isolated ion of composition CH2N3O3 and charge -1 (ωB97M-V with the def2-TZVPD basis set, the Open Molecules 2025 dataset).

Each line ends with the natural charge from an NBO analysis.
Geometry (Å):
O1 -1.09 -1.50 0.35  -0.53
O2 3.11 -0.06 0.17  -0.66
O3 0.99 -0.27 -0.19  -0.36
N1 -2.33 0.26 -0.24  -0.58
N2 -0.12 0.45 -0.48  -0.31
N3 -1.27 -0.38 -0.09  0.42
C1 2.00 0.41 0.17  0.64
H1 1.87 1.48 0.38  0.09
H2 -3.16 -0.39 -0.06  0.30

Properties
Net charge: -1
Highest occupied orbital energy: -3.278 eV
Structure (SMILES): [NH-][N+](=O)[N-]OC=O
DFT total energy: -11678.51438 eV



# 6
# C5H4N4O2S

An isolated ion of composition C5H4N4O2S and charge -2 (ωB97M-V with the def2-TZVPD basis set, the Open Molecules 2025 dataset).

Each line ends with the natural charge from an NBO analysis.
Geometry (Å):
S1 -1.32 1.70 -0.80  0.23
O1 3.23 -2.25 0.47  -0.80
O2 3.47 -0.92 -1.28  -0.78
N1 -2.80 -1.36 0.74  -0.17
N2 -1.82 -0.49 0.72  -0.39
N3 -3.43 0.05 -0.79  -0.40
N4 -3.77 -0.99 -0.04  -0.19
C1 1.58 -0.50 0.12  -0.26
C2 0.06 1.42 0.26  -0.57
C3 1.19 0.70 -0.41  -0.22
C4 -2.18 0.34 -0.28  0.01
C5 2.85 -1.33 -0.30  0.73
H1 -0.28 0.97 1.10  0.25
H2 1.22 -0.71 1.13  0.18
H3 0.40 2.33 0.67  0.19
H4 1.60 1.04 -1.31  0.20

Properties
Net charge: -2
Highest occupied orbital energy: -1.302 eV
Structure (SMILES): O=C([O-])/C=C/CSc1nn[n-]n1
DFT total energy: -26139.03343 eV



Number 1: F_max 0.0485 Eh/bohr. Number 2: F_max 0.1036 Eh/bohr. Number 3: F_max 0.0488 Eh/bohr. Number 4: F_max 0.0901 Eh/bohr. Number 5: F_max 0.0944 Eh/bohr. Number 6: F_max 0.0829 Eh/bohr.